Record 1
{
  "formula": "C36H57B2F2InN11",
  "method": "ωB97M-V with the def2-TZVPD basis set",
  "species": ["In", "C", "C", "C", "C", "C", "C", "N", "N", "B", "N", "C", "C", "C", "N", "C", "C", "C", "N", "C", "C", "C", "N", "C", "C", "C", "H", "H", "H", "H", "H", "H", "H", "H", "H", "H", "H", "H", "H", "H", "H", "H", "H", "H", "H", "H", "H", "H", "H", "H", "H", "H", "H", "H", "C", "N", "C", "C", "C", "C", "C", "C", "C", "N", "C", "C", "C", "C", "C", "C", "N", "C", "C", "H", "H", "H", "H", "H", "H", "H", "H", "H", "H", "H", "H", "H", "H", "H", "H", "H", "H", "H", "H", "F", "B", "F", "N", "C", "C", "N", "H", "H", "H", "H", "H", "H", "H", "H", "H"],
  "xyz": [[0.15, 0.65, -0.88], [4.46, 4.14, 0.33], [4.68, 2.66, 0.64], [5.02, 1.83, -0.60], [3.60, 2.06, 1.50], [3.84, 1.42, 2.71], [2.59, 1.09, 3.21], [1.64, 1.48, 2.37], [2.25, 2.07, 1.31], [0.09, 1.32, 2.89], [-1.00, 2.17, 2.26], [-1.55, 3.19, 2.95], [-2.74, 3.52, 2.36], [-2.85, 2.62, 1.28], [-1.79, 1.83, 1.21], [-4.04, 2.44, 0.38], [-4.57, 3.77, -0.15], [-5.15, 1.70, 1.14], [-0.26, -0.18, 2.89], [-0.56, -0.86, 4.02], [-1.19, -2.03, 3.66], [-1.27, -1.97, 2.25], [-0.71, -0.85, 1.80], [-1.96, -2.90, 1.30], [-2.37, -4.21, 1.97], [-3.16, -2.20, 0.67], [5.36, 4.55, -0.12], [4.25, 4.71, 1.24], [3.64, 4.30, -0.37], [5.55, 2.62, 1.30], [4.31, 2.01, -1.41], [5.02, 0.76, -0.37], [6.02, 2.10, -0.95], [4.80, 1.28, 3.17], [2.32, 0.65, 4.15], [0.20, 1.65, 4.04], [-1.08, 3.58, 3.84], [-3.45, 4.27, 2.67], [-3.73, 1.80, -0.45], [-5.33, 3.60, -0.92], [-3.78, 4.39, -0.57], [-5.05, 4.34, 0.66], [-5.47, 2.27, 2.01], [-4.80, 0.72, 1.49], [-6.02, 1.55, 0.49], [-0.33, -0.45, 4.99], [-1.58, -2.79, 4.31], [-1.25, -3.14, 0.50], [-3.07, -4.02, 2.79], [-1.51, -4.74, 2.39], [-2.86, -4.87, 1.26], [-3.91, -1.97, 1.43], [-3.64, -2.85, -0.08], [-2.87, -1.27, 0.19], [3.53, -1.09, -2.28], [2.12, -1.01, -2.63], [2.02, -0.71, -4.06], [1.32, -2.14, -2.29], [1.89, -3.37, -2.01], [1.10, -4.49, -1.74], [-0.27, -4.37, -1.79], [-0.86, -3.14, -2.04], [-0.11, -1.98, -2.26], [-0.60, -0.68, -2.42], [-1.87, -0.29, -2.82], [-2.92, -1.11, -3.23], [-4.16, -0.59, -3.58], [-4.39, 0.78, -3.55], [-3.33, 1.62, -3.23], [-2.09, 1.11, -2.90], [-0.94, 1.97, -2.71], [-1.21, 3.29, -2.14], [-0.23, 2.13, -3.98], [4.00, -0.15, -2.56], [3.65, -1.24, -1.21], [4.05, -1.89, -2.83], [2.41, 0.29, -4.26], [2.60, -1.43, -4.65], [0.98, -0.76, -4.38], [2.97, -3.47, -2.04], [1.57, -5.45, -1.55], [-0.90, -5.23, -1.61], [-1.94, -3.07, -2.00], [-2.78, -2.18, -3.32], [-4.95, -1.26, -3.88], [-5.36, 1.19, -3.79], [-3.47, 2.69, -3.27], [-0.26, 3.80, -1.97], [-1.82, 3.92, -2.80], [-1.71, 3.19, -1.18], [-0.79, 2.81, -4.64], [0.76, 2.55, -3.81], [-0.14, 1.18, -4.48], [2.24, 2.79, -0.99], [1.47, 2.58, 0.11], [0.57, 3.53, 0.38], [2.91, -4.28, 3.57], [2.10, -3.31, 2.73], [2.99, -2.52, 1.77], [2.21, -1.63, 0.96], [2.34, -4.76, 4.26], [3.66, -3.78, 4.06], [3.35, -4.98, 2.97], [1.57, -2.65, 3.42], [1.36, -3.90, 2.19], [3.52, -3.23, 1.11], [3.75, -1.97, 2.33], [1.65, -1.01, 1.53], [1.59, -2.14, 0.35]],
  "homo_ha": -0.3265,
  "homo_lumo_gap_ev": 5.4,
  "e_above_lowest_kj_mol": 168.2,
  "charge": 1
}

Record 2
{
  "formula": "C3H4FN2O",
  "method": "ωB97M-V with the def2-TZVPD basis set",
  "species": ["C", "C", "C", "N", "N", "O", "F", "H", "H", "H", "H"],
  "xyz": [[-0.52, 0.34, 0.01], [0.11, -0.36, 1.13], [1.20, 0.69, -1.65], [-0.15, 0.60, -1.26], [-0.18, -1.50, 0.55], [0.37, 0.00, 2.33], [1.28, 0.51, -2.95], [-1.63, 0.66, 0.30], [-0.93, 0.56, -2.01], [-0.28, -2.38, 1.00], [0.73, 0.87, 2.55]],
  "homo_ha": -0.5463,
  "homo_lumo_gap_ev": 8.7,
  "e_above_lowest_kj_mol": 497.4,
  "charge": 1
}

Record 3
{
  "formula": "C5H4BrNO2S",
  "method": "ωB97M-V with the def2-TZVPD basis set",
  "species": ["C", "C", "C", "C", "C", "N", "O", "O", "S", "Br", "H", "H", "H", "H"],
  "xyz": [[-0.29, 1.23, 1.42], [-1.30, 1.18, 3.73], [0.71, 0.21, 1.83], [-0.67, -0.09, 3.87], [-0.43, 0.52, -1.36], [0.28, -0.50, 2.94], [1.78, 0.05, 1.27], [-0.88, -0.68, 4.92], [-0.99, 1.66, 0.06], [-3.09, 1.49, 3.38], [0.11, -0.29, -1.04], [0.35, 0.91, -1.97], [-1.26, 0.24, -1.89], [0.79, -1.33, 3.23]],
  "homo_ha": [-0.3141, -0.3140],
  "homo_lumo_gap_ev": [6.9, 6.9],
  "e_above_lowest_kj_mol": 309.9,
  "charge": 0
}

Record 4
{
  "formula": "C4H11N3O",
  "method": "ωB97M-V with the def2-TZVPD basis set",
  "species": ["C", "C", "C", "H", "H", "H", "H", "H", "H", "N", "C", "N", "N", "O", "H", "H", "H", "H", "H"],
  "xyz": [[-1.52, 1.41, 0.21], [-1.11, 0.04, -0.23], [-1.97, -0.97, -0.27], [0.16, -0.17, -1.00], [-0.81, 1.80, 0.95], [-1.51, 2.12, -0.62], [-2.52, 1.43, 0.66], [-3.00, -0.89, 0.07], [-1.70, -1.96, -0.63], [1.44, -0.26, -0.80], [1.11, -0.33, 0.70], [2.08, 0.94, -1.23], [0.98, -1.65, 1.11], [1.40, 0.60, 1.41], [1.95, -1.07, -1.14], [1.33, 1.61, -1.38], [2.61, 1.29, -0.43], [0.36, -2.22, 0.55], [0.72, -1.70, 2.09]],
  "homo_ha": -0.2973,
  "homo_lumo_gap_ev": 8.9,
  "e_above_lowest_kj_mol": 441.0,
  "charge": 0
}

Record 5
{
  "formula": "C19H21BNO4Ti",
  "method": "ωB97M-V with the def2-TZVPD basis set",
  "species": ["Ti", "C", "C", "C", "C", "C", "H", "H", "H", "H", "H", "O", "C", "C", "C", "C", "O", "N", "H", "H", "H", "H", "C", "C", "C", "C", "C", "C", "C", "C", "O", "B", "O", "C", "C", "H", "H", "H", "H", "H", "H", "H", "H", "H", "H", "H", "H"],
  "xyz": [[-3.30, 0.51, 0.36], [-5.36, 0.99, 1.99], [-5.77, -0.21, 1.36], [-4.69, -1.10, 1.34], [-3.64, -0.56, 2.14], [-4.03, 0.82, 2.44], [-5.98, 1.88, 2.09], [-6.73, -0.47, 0.97], [-4.67, -2.09, 0.92], [-2.72, -1.06, 2.50], [-3.37, 1.55, 2.93], [-3.80, 1.76, -1.02], [-3.66, 0.83, -1.88], [-3.48, 0.91, -3.34], [-3.21, -0.54, -3.72], [-3.19, -1.30, -2.37], [-2.80, -2.41, -2.09], [-3.58, -0.42, -1.33], [-2.62, 1.56, -3.62], [-4.42, 1.30, -3.79], [-2.26, -0.72, -4.21], [-4.01, -0.97, -4.36], [5.45, 1.22, 0.74], [4.79, -0.20, 0.81], [5.50, -1.15, -0.21], [4.93, -0.78, 2.21], [3.33, 0.01, 0.42], [3.05, 0.55, -0.81], [1.74, 0.72, -1.24], [0.77, 0.43, -0.36], [-0.60, 0.63, -0.57], [-1.28, 0.18, 0.65], [-0.24, -0.31, 1.55], [0.98, -0.07, 0.91], [2.28, -0.31, 1.35], [6.47, 1.16, 1.10], [4.91, 1.88, 1.40], [5.43, 1.60, -0.28], [6.57, -1.22, 0.00], [5.38, -0.82, -1.23], [5.08, -2.13, -0.14], [5.99, -1.00, 2.44], [4.42, -1.75, 2.31], [4.55, -0.07, 2.94], [3.88, 0.87, -1.44], [1.42, 0.98, -2.25], [2.51, -0.69, 2.35]],
  "homo_ha": -0.4156,
  "homo_lumo_gap_ev": 6.4,
  "charge": 1
}

Record 6
{
  "formula": "C49H44As2Cl2N7O2Sn",
  "method": "ωB97M-V with the def2-TZVPD basis set",
  "species": ["Sn", "C", "C", "As", "C", "C", "C", "C", "C", "C", "C", "C", "C", "C", "C", "C", "As", "C", "C", "C", "C", "C", "C", "C", "C", "C", "C", "C", "C", "H", "H", "H", "H", "H", "H", "H", "H", "H", "H", "H", "H", "H", "H", "H", "H", "H", "H", "H", "H", "H", "H", "H", "H", "N", "C", "N", "C", "N", "C", "C", "N", "C", "C", "N", "H", "H", "H", "H", "H", "Cl", "C", "C", "C", "C", "C", "Cl", "C", "N", "C", "C", "C", "C", "C", "C", "C", "C", "O", "O", "H", "H", "H", "H", "H", "H", "H", "H", "H", "H", "C", "C", "C", "N", "H", "H", "H", "H", "H"],
  "xyz": [[-0.98, -0.60, 0.52], [0.87, 3.06, 2.03], [1.78, 2.02, 1.38], [2.22, 0.42, 2.51], [2.20, -0.90, 1.07], [2.55, -0.64, -0.26], [2.51, -1.64, -1.21], [2.13, -2.93, -0.87], [1.79, -3.21, 0.45], [1.83, -2.21, 1.41], [4.14, 0.78, 2.64], [4.51, 1.71, 3.61], [5.84, 2.05, 3.79], [6.81, 1.47, 3.00], [6.45, 0.54, 2.03], [5.12, 0.20, 1.86], [-0.94, 2.36, 2.42], [-0.66, 1.50, 4.14], [-1.16, 0.22, 4.33], [-0.96, -0.46, 5.53], [-0.24, 0.15, 6.55], [0.25, 1.44, 6.38], [0.04, 2.11, 5.18], [-1.76, 4.03, 3.04], [-2.41, 4.12, 4.26], [-3.02, 5.31, 4.65], [-3.00, 6.41, 3.81], [-2.37, 6.32, 2.58], [-1.76, 5.14, 2.19], [0.75, 3.89, 1.33], [1.31, 3.48, 2.95], [1.30, 1.65, 0.47], [2.73, 2.48, 1.09], [2.87, 0.36, -0.54], [2.79, -1.42, -2.24], [2.09, -3.70, -1.62], [1.52, -4.22, 0.74], [1.60, -2.43, 2.45], [3.74, 2.16, 4.24], [6.12, 2.77, 4.55], [7.86, 1.73, 3.13], [7.22, 0.08, 1.42], [4.85, -0.54, 1.10], [-1.74, -0.26, 3.54], [-1.35, -1.45, 5.67], [-0.09, -0.37, 7.49], [0.78, 1.93, 7.19], [0.42, 3.12, 5.06], [-2.44, 3.26, 4.92], [-3.51, 5.36, 5.62], [-3.47, 7.33, 4.12], [-2.36, 7.17, 1.91], [-1.27, 5.08, 1.23], [-2.95, 2.53, -2.08], [-2.60, 2.31, -0.81], [-2.70, 1.02, -0.55], [-3.11, 0.49, -1.74], [-3.27, 1.38, -2.68], [-3.27, -0.94, -1.94], [-3.68, -1.46, -3.16], [-3.84, -2.75, -3.34], [-3.57, -3.55, -2.31], [-3.11, -3.04, -1.10], [-2.98, -1.73, -0.91], [-2.96, 3.39, -2.59], [-2.29, 3.06, -0.10], [-3.85, -0.80, -4.00], [-3.70, -4.61, -2.46], [-2.85, -3.68, -0.27], [2.34, -0.22, -6.55], [2.28, -1.87, -6.03], [3.48, -2.56, -5.96], [3.51, -3.91, -5.66], [2.31, -4.58, -5.47], [1.12, -3.89, -5.52], [-0.36, -4.78, -5.33], [1.05, -2.50, -5.75], [-0.19, -1.87, -5.78], [-0.53, -0.53, -5.53], [-1.41, 0.07, -6.43], [-1.76, 1.41, -6.33], [-1.22, 2.17, -5.30], [-0.39, 1.57, -4.37], [-0.05, 0.23, -4.44], [0.83, -0.35, -3.36], [0.14, -0.38, -2.01], [-0.03, 0.68, -1.35], [-0.22, -1.50, -1.53], [4.40, -2.03, -6.19], [4.45, -4.44, -5.61], [2.30, -5.65, -5.29], [-0.95, -2.47, -6.06], [-1.79, -0.52, -7.26], [-2.41, 1.86, -7.06], [-1.43, 3.23, -5.25], [0.00, 2.16, -3.55], [1.71, 0.27, -3.24], [1.13, -1.36, -3.58], [-4.46, -4.08, 3.56], [-2.94, -4.28, 3.74], [-2.21, -3.50, 2.76], [-1.68, -2.85, 1.97], [-4.98, -4.55, 4.39], [-4.80, -4.53, 2.63], [-4.70, -3.02, 3.55], [-2.67, -5.33, 3.62], [-2.63, -3.97, 4.74]],
  "homo_ha": -0.3605,
  "homo_lumo_gap_ev": 7.1,
  "e_above_lowest_kj_mol": 18.8,
  "charge": 1
}